(i)
120
Properties=species:S:1:pos:R:3:mulliken_charge:R:1 method="wB97M-V/def2-TZVPD" gap_ev=9.755 charge=0 homo_energy_ha=-0.39510 multiplicity=1
H -2.40 1.41 -0.57 -0.03
H -3.78 0.87 -0.66 0.29
O -3.32 1.67 -0.40 -0.33
H 2.90 2.75 1.38 0.22
H 1.52 2.82 1.22 0.29
O 2.14 2.84 1.96 -0.63
H 2.25 -2.28 3.67 0.25
H 2.86 -2.07 2.25 0.08
O 2.04 -2.06 2.76 -0.33
H -3.40 -1.06 -2.39 0.24
H -2.73 -1.51 -1.08 0.28
O -3.43 -1.73 -1.71 -0.59
H -0.91 -2.68 -1.88 0.22
H -0.91 -4.26 -2.13 0.23
O -0.46 -3.51 -1.74 -0.49
H 0.82 -2.29 -5.77 0.31
O 0.89 -3.12 -5.29 -0.58
H -1.72 -1.27 -5.28 0.32
O -2.11 -1.79 -4.57 -0.56
H -2.48 1.71 -3.79 0.24
H -2.77 1.91 -2.30 0.29
O -3.14 2.04 -3.19 -0.55
H -0.17 -3.92 5.02 0.26
H 0.68 -3.07 4.01 0.45
O 0.64 -3.41 4.91 -0.78
H -3.79 -2.51 1.43 0.28
H -4.76 -3.38 1.86 0.35
O -3.90 -3.48 1.41 -0.71
H -0.76 5.95 1.11 0.30
H 0.67 6.58 0.93 0.26
O -0.04 6.13 0.49 -0.60
H 0.88 -0.68 5.13 0.19
O 1.16 -0.37 6.00 -0.59
H -4.29 1.54 2.45 0.29
H -3.63 0.91 3.64 0.30
O -4.15 0.67 2.85 -0.57
H 0.46 2.47 -1.72 -0.10
H 0.61 2.06 -3.27 0.27
O 0.39 1.78 -2.38 -0.13
H 2.93 -0.10 1.69 0.07
H 3.60 1.10 1.09 0.27
O 2.79 0.59 1.04 -0.37
H -2.31 4.03 1.59 0.39
H -3.13 5.25 1.55 0.25
O -2.54 4.75 0.97 -0.48
H -1.35 4.28 -1.18 -0.07
H -0.34 5.26 -0.96 0.45
O -0.50 4.51 -1.58 -0.49
H -2.02 3.89 4.22 0.27
H -2.09 2.77 3.29 0.28
O -2.43 3.66 3.39 -0.64
H -4.11 4.17 -2.05 0.33
O -3.58 4.97 -2.12 -0.62
H 5.95 -2.68 1.57 0.25
H 6.62 -1.27 1.96 0.25
O 5.91 -1.72 1.51 -0.57
H 1.24 -5.07 -3.40 0.29
O 0.67 -5.59 -3.97 -0.59
H 2.46 -1.54 -4.18 0.35
H 3.69 -2.12 -3.77 0.29
O 3.34 -1.66 -4.55 -0.65
H -0.80 -2.50 5.49 0.39
H -2.08 -2.61 4.72 0.44
O -1.63 -2.00 5.33 -0.70
H 5.00 1.38 -1.31 0.32
H 5.68 0.69 -2.45 0.32
O 5.57 1.57 -2.06 -0.62
H 3.55 0.32 -5.01 0.33
H 3.32 1.94 -5.27 0.26
O 2.96 1.07 -5.14 -0.54
H 0.28 -2.43 1.38 0.00
H 0.05 -3.11 0.02 0.18
O -0.23 -2.35 0.57 -0.27
H 1.65 2.94 4.49 0.25
H 1.57 1.88 3.52 0.28
O 1.88 2.00 4.43 -0.45
H 0.87 -0.32 -3.05 0.00
H 0.09 0.03 -4.17 0.28
O 0.26 -0.77 -3.65 -0.24
H 3.42 -0.59 -0.53 0.32
H 4.62 -1.31 0.16 0.27
O 4.26 -0.99 -0.68 -0.45
H -0.34 4.44 -5.00 0.31
H -0.89 3.76 -3.76 0.31
O -0.78 3.63 -4.71 -0.63
H -5.82 2.51 -1.22 0.35
H -5.04 3.03 -0.16 0.31
O -5.94 3.20 -0.55 -0.68
H -3.54 -4.02 -3.91 0.30
O -3.76 -4.35 -3.04 -0.66
H -0.49 -0.78 2.33 0.19
H -1.28 0.46 1.85 0.40
O -0.51 -0.09 1.66 -0.78
H -2.98 4.95 -1.38 0.30
H 0.13 -3.06 -4.72 0.34
H -0.22 -5.27 -3.84 0.26
H -1.72 -1.30 -3.81 0.12
H 1.16 0.56 5.80 0.38
H -3.78 -3.66 -2.38 0.34
O -1.69 0.70 4.02 -0.51
H -1.88 -0.10 4.50 0.35
H -0.83 0.77 3.60 0.06
O -1.40 -0.29 -0.72 0.26
H -0.73 0.38 -0.88 -0.14
H -1.24 -0.58 0.22 0.54
O 1.77 4.21 -3.24 -0.56
H 1.01 4.53 -2.73 0.33
H 2.48 4.08 -2.62 0.27
O 4.60 -3.66 0.19 -0.53
H 4.57 -3.53 -0.77 0.25
H 4.26 -4.56 0.27 0.27
O 1.74 -4.45 0.70 -0.50
H 1.89 -4.57 -0.26 0.22
H 1.36 -5.34 0.71 0.30
O 4.14 0.76 5.35 -0.61
H 3.46 0.97 5.98 0.28
H 4.02 1.34 4.60 0.31
O -2.56 -4.04 3.73 -0.62
H -3.19 -4.68 4.06 0.25
H -2.94 -3.91 2.82 0.37

(ii)
120
Properties=species:S:1:pos:R:3:mulliken_charge:R:1 method="wB97M-V/def2-TZVPD" gap_ev=10.210 charge=0 homo_energy_ha=-0.38979 multiplicity=1
H 2.30 0.74 -0.52 -0.05
H 0.67 0.82 -0.63 -0.01
O 1.47 1.02 -0.12 0.24
H 1.70 0.50 -5.44 0.28
H 0.36 0.21 -4.93 0.44
O 1.25 -0.20 -4.98 -0.59
H -1.50 -2.92 -2.65 0.46
H -2.00 -1.67 -1.79 0.34
O -2.22 -2.30 -2.49 -0.70
H 1.57 0.68 6.63 0.30
H 0.86 0.22 5.42 0.28
O 1.63 0.01 5.95 -0.59
H 3.26 -0.14 -4.02 0.36
H 4.53 -1.13 -4.17 0.27
O 4.14 -0.30 -4.37 -0.58
H -0.10 -4.15 -3.71 0.28
O -0.20 -4.09 -2.76 -0.79
H 0.57 -4.04 3.97 0.24
O 0.36 -4.43 4.83 -0.59
H -4.45 -1.18 0.12 0.27
H -4.69 -2.74 -0.02 0.28
O -4.06 -2.05 0.23 -0.43
H -0.67 3.08 -3.27 0.16
H -0.46 3.48 -1.79 0.17
O -0.16 2.87 -2.49 -0.44
H 3.85 -2.92 -1.75 0.36
H 4.41 -1.95 -3.04 0.25
O 3.73 -2.34 -2.51 -0.65
H 4.10 -0.89 3.14 0.35
H 2.83 0.05 3.15 0.27
O 3.70 -0.10 2.78 -0.62
H -1.33 -1.75 -3.96 0.34
O -1.28 -1.82 -4.94 -0.60
H -0.97 0.16 3.03 -0.10
H -0.50 1.75 2.95 0.08
O -0.76 0.95 2.49 0.21
H -2.22 -0.30 4.00 0.29
H -2.43 0.96 4.83 0.38
O -2.00 0.11 4.85 -0.62
H 3.12 -4.26 -3.36 0.36
H 1.82 -4.32 -2.63 0.37
O 2.47 -4.88 -3.05 -0.71
H 4.31 -4.78 -0.12 0.27
H 3.46 -5.02 -1.30 0.31
O 3.77 -4.28 -0.73 -0.63
H -3.56 0.07 1.60 0.10
H -2.48 1.00 2.04 0.22
O -3.45 0.92 2.03 -0.46
H 3.19 -4.68 2.00 0.21
H 2.47 -5.32 3.13 0.29
O 2.54 -4.47 2.68 -0.50
H 1.87 5.92 -1.38 0.29
O 2.31 5.11 -1.15 -0.63
H -1.08 0.82 -1.65 0.02
H -1.87 0.73 -0.26 0.02
O -1.24 0.31 -0.85 0.26
H -4.59 0.87 0.21 0.35
O -4.77 0.69 -0.72 -0.57
H -3.02 4.51 3.68 0.31
H -4.00 3.54 3.26 0.29
O -3.66 3.93 4.08 -0.64
H 2.34 4.84 4.08 0.29
H 3.01 5.30 2.84 0.33
O 2.15 5.02 3.15 -0.61
H -2.36 0.26 -3.08 0.10
H -3.23 0.24 -4.25 0.33
O -2.65 0.84 -3.78 -0.42
H 0.22 -2.13 3.04 0.07
H 0.38 -0.89 4.07 0.01
O -0.18 -1.40 3.50 -0.24
H -0.84 -4.04 0.08 0.26
H -2.23 -3.45 -0.15 0.25
O -1.73 -4.26 -0.22 -0.64
H -4.54 2.88 -1.84 0.33
H -4.52 1.61 -2.75 0.31
O -4.96 2.45 -2.59 -0.68
H 1.59 2.41 -2.18 0.29
H 2.33 2.51 -3.60 0.18
O 2.45 2.40 -2.66 -0.47
H -2.66 3.08 1.31 0.09
H -1.80 4.23 0.94 0.38
O -2.39 3.60 0.55 -0.53
H 3.39 -0.66 0.80 0.23
H 3.40 -1.17 -0.74 0.24
O 3.91 -0.82 0.00 -0.33
H 1.07 4.08 0.22 0.30
H 0.48 2.75 0.85 -0.04
O 0.27 3.64 0.52 -0.33
H 4.75 1.84 -1.56 0.28
O 5.54 1.43 -1.19 -0.66
H -0.33 6.02 1.93 0.30
H -0.12 4.58 1.88 0.30
O -0.79 5.23 2.23 -0.58
H 2.31 4.48 -1.88 0.32
H -1.02 -4.49 -2.43 0.31
H -5.60 1.08 -0.99 0.36
H 1.12 -4.16 5.32 0.34
H -0.35 -1.84 -5.16 0.30
H 5.41 0.49 -1.26 0.28
O -3.15 -1.56 2.65 -0.54
H -4.02 -1.94 2.44 0.31
H -2.63 -2.33 2.38 0.19
O 3.52 3.14 2.18 -0.65
H 2.77 3.26 2.77 0.38
H 3.27 2.74 1.35 0.25
O -5.83 2.54 1.56 -0.62
H -5.56 2.96 2.34 0.25
H -5.40 3.02 0.84 0.31
O 5.27 -2.19 2.25 -0.73
H 5.91 -1.46 2.29 0.34
H 4.72 -1.99 1.48 0.39
O -4.57 -4.74 -1.51 -0.67
H -4.03 -5.30 -0.94 0.35
H -3.95 -4.07 -1.78 0.30
O -0.77 1.66 -5.28 -0.72
H -1.29 0.99 -5.74 0.31
H -1.50 2.07 -4.83 0.26
O -0.06 -1.92 0.36 0.03
H 0.09 -1.29 1.07 -0.05
H 0.46 -2.14 -0.39 0.02

(iii)
120
Properties=species:S:1:pos:R:3:mulliken_charge:R:1 method="wB97M-V/def2-TZVPD" gap_ev=9.905 charge=0 homo_energy_ha=-0.38652 multiplicity=1
H -2.78 -3.34 3.68 0.32
H -4.05 -4.25 3.24 0.27
O -3.42 -4.01 3.92 -0.63
H 0.20 4.63 1.01 0.11
H -0.81 4.41 -0.24 0.24
O 0.06 4.67 0.07 -0.63
H 0.48 -2.39 1.83 0.36
H -0.83 -2.99 2.01 0.02
O -0.26 -2.34 2.47 0.17
H -5.83 0.56 0.95 0.26
H -5.02 1.73 0.42 0.20
O -5.09 0.76 0.35 -0.55
H -5.27 3.78 0.46 0.31
H -4.47 4.33 -1.00 0.28
O -5.15 4.03 -0.45 -0.63
H 1.78 -5.18 3.05 0.35
O 1.41 -5.70 2.32 -0.63
H -2.60 -5.37 0.17 0.30
O -2.69 -5.55 1.12 -0.56
H 0.17 -4.93 -1.07 0.31
H 1.67 -5.65 -0.93 0.26
O 1.02 -5.14 -1.47 -0.60
H -3.12 3.24 2.72 0.26
H -4.01 2.24 3.75 0.31
O -3.70 3.11 3.47 -0.61
H 0.90 -1.69 -6.64 0.26
H 1.74 -1.48 -5.32 0.31
O 1.08 -1.11 -5.91 -0.59
H -4.47 0.85 -1.71 0.38
H -5.47 1.17 -2.89 0.26
O -4.55 1.03 -2.66 -0.56
H -4.61 -0.77 -4.00 0.33
O -4.25 -0.67 -4.89 -0.58
H 3.73 -0.04 -3.37 0.23
H 4.95 0.40 -2.53 0.30
O 4.42 -0.36 -2.78 -0.63
H -0.25 -1.79 5.20 0.28
H -0.85 -1.24 6.48 0.24
O -0.98 -1.20 5.52 -0.54
H 1.44 2.19 3.76 0.34
H 1.40 3.54 4.52 0.26
O 1.95 2.98 3.97 -0.60
H 2.44 1.31 -5.47 0.31
H 1.20 2.15 -5.54 0.28
O 2.03 1.99 -5.98 -0.60
H -1.77 1.57 5.24 0.31
H -2.30 1.01 3.73 0.24
O -2.33 1.03 4.69 -0.66
H 5.36 0.24 1.91 0.24
H 4.12 1.07 1.92 0.27
O 4.47 0.26 1.54 -0.49
H 0.35 0.40 -1.48 -0.51
O 0.90 0.10 -0.75 2.46
H 2.66 5.18 -0.02 0.27
H 1.67 4.18 -0.54 0.37
O 2.59 4.48 -0.67 -0.58
H 0.94 0.22 3.83 0.32
O 0.05 0.61 3.88 -0.63
H 4.20 -1.95 -3.15 0.41
H 3.83 -3.24 -2.71 0.30
O 3.75 -2.78 -3.57 -0.68
H 2.53 -2.41 0.47 0.32
H 1.58 -3.06 -0.53 -0.13
O 1.60 -2.42 0.22 -0.63
H 2.50 -0.50 1.61 0.08
H 1.07 0.02 2.08 0.10
O 1.85 -0.51 2.29 -0.41
H 0.36 5.25 3.41 0.25
H 1.25 5.87 2.08 0.31
O 0.70 5.95 2.86 -0.64
H 1.26 4.39 -3.89 0.33
H 0.83 3.63 -2.65 0.14
O 1.46 4.31 -2.96 -0.60
H 0.18 1.31 -3.55 0.03
H -0.54 2.75 -3.18 0.36
O -0.14 1.94 -2.89 -0.35
H 2.38 -4.05 0.38 0.52
H 2.97 -5.48 0.79 0.28
O 2.95 -4.78 0.14 -0.65
H 2.55 2.12 -1.60 0.28
H 2.63 0.69 -1.19 0.09
O 3.17 1.40 -1.59 -0.66
H -1.94 0.83 1.44 -0.17
H -0.77 -0.20 1.77 0.14
O -1.23 0.30 1.08 0.74
H 4.81 -1.28 -0.46 0.23
H 3.41 -0.67 -0.44 -0.33
O 3.89 -1.48 -0.69 -0.33
H -0.12 3.20 1.41 0.25
O -0.79 2.97 2.06 -0.16
H -2.14 -0.80 -0.37 0.17
H -3.41 -0.99 0.34 0.25
O -2.81 -1.48 -0.24 -0.80
H 0.44 -0.11 0.06 -0.66
H 0.53 -5.30 2.42 0.25
H -0.54 0.06 4.48 0.36
H -3.57 -5.34 1.44 0.26
H -4.36 0.27 -5.05 0.28
H -0.51 2.31 2.69 0.11
O 1.02 -3.18 4.86 -0.74
H 0.52 -3.99 4.77 0.33
H 0.71 -2.55 4.20 0.26
O -2.56 1.68 -0.90 -0.18
H -3.17 2.32 -1.31 -0.01
H -2.03 1.54 -1.69 0.23
O 0.28 -4.74 -4.63 -0.63
H 0.65 -5.41 -4.04 0.32
H 0.23 -3.82 -4.38 0.27
O -1.14 -3.44 -1.00 -0.46
H -1.92 -2.91 -0.76 0.25
H -0.94 -3.62 -1.91 0.26
O -1.92 4.98 -2.55 -0.52
H -2.07 5.45 -3.37 0.26
H -1.18 5.51 -2.22 0.29
O 2.63 2.65 1.47 -0.69
H 2.34 1.84 1.87 0.08
H 3.00 2.85 0.60 0.43
O 1.26 -1.11 -3.09 -0.32
H 1.90 -1.72 -2.70 0.03
H 0.34 -1.29 -2.94 0.11

(iv)
120
Properties=species:S:1:pos:R:3:mulliken_charge:R:1 method="wB97M-V/def2-TZVPD" gap_ev=9.904 charge=0 homo_energy_ha=-0.38224 multiplicity=1
H 0.31 1.27 1.82 -0.17
H -0.46 1.39 3.18 0.24
O -0.61 1.12 2.24 0.31
H 0.93 -0.43 0.47 -0.18
H 0.95 -0.59 -0.94 -0.42
O 0.31 -0.64 -0.23 1.00
H 3.05 4.41 1.29 0.28
H 3.16 5.77 0.45 0.31
O 3.37 5.33 1.27 -0.61
H 3.02 -2.82 -2.78 0.38
H 2.66 -2.76 -4.33 0.25
O 2.96 -2.27 -3.57 -0.60
H -0.99 4.67 -0.75 0.36
H 0.14 5.00 0.38 0.27
O -0.05 4.93 -0.58 -0.67
H -2.67 3.23 -1.45 0.23
O -1.70 3.06 -1.49 -0.61
H -4.16 0.85 1.18 0.26
O -3.32 0.97 0.68 -0.29
H -1.08 -1.25 -4.00 0.09
H -1.06 -1.75 -2.52 0.15
O -1.55 -1.82 -3.40 -0.68
H 4.13 -2.46 2.30 0.27
H 3.18 -1.93 3.29 0.25
O 3.35 -1.86 2.33 -0.58
H 3.54 -0.07 -3.62 0.29
H 2.58 1.10 -4.21 0.18
O 2.71 0.45 -3.51 -0.35
H -3.70 -0.89 1.92 0.35
H -5.22 -0.99 1.92 0.27
O -4.48 -0.94 2.51 -0.70
H -4.42 -2.37 -1.26 0.25
O -3.46 -2.37 -1.25 -0.49
H 2.14 -4.98 -2.87 0.28
H 2.55 -5.63 -1.69 0.27
O 2.43 -4.69 -2.00 -0.61
H -2.02 -0.54 4.38 0.24
H -1.43 -0.23 3.05 0.10
O -1.28 -0.84 3.87 -0.38
H 1.13 -2.06 4.65 0.30
H 2.11 -0.94 4.97 0.35
O 2.08 -1.92 4.76 -0.76
H -1.66 1.44 -3.33 0.16
H -0.62 1.57 -4.74 0.27
O -1.49 1.80 -4.24 -0.68
H -3.33 0.67 -3.45 0.18
H -3.37 -0.65 -2.95 0.36
O -4.00 0.12 -3.04 -0.78
H -3.06 -4.65 -0.84 0.22
H -1.67 -4.10 -0.45 0.38
O -2.14 -4.70 -1.05 -0.58
H 0.41 5.57 -3.04 0.29
O -0.19 6.35 -2.92 -0.60
H -1.97 -0.17 -0.71 -0.62
H -1.23 1.02 -0.76 -0.12
O -1.53 0.34 -1.41 1.19
H 3.53 -0.79 0.81 0.28
O 2.95 0.07 0.85 0.10
H -1.06 4.94 2.93 0.30
H -2.21 4.87 1.96 0.33
O -1.36 5.35 2.09 -0.60
H 2.37 -3.39 0.07 0.21
H 2.21 -2.24 1.07 0.31
O 2.11 -2.48 0.11 -0.38
H -3.92 -4.46 3.70 0.27
H -3.75 -4.82 2.58 0.24
O -3.09 -4.86 3.33 -0.49
H -3.87 0.06 3.97 0.31
H -4.47 1.34 4.93 0.28
O -4.01 0.53 4.79 -0.67
H 4.84 1.14 -2.31 0.41
H 5.87 0.04 -2.99 0.29
O 5.44 0.93 -3.04 -0.65
H -0.70 -5.67 1.88 0.31
H -0.62 -5.83 3.47 0.28
O -0.54 -6.25 2.63 -0.62
H 2.87 2.01 -1.02 0.23
H 3.25 3.56 -0.96 0.22
O 3.57 2.68 -0.79 -0.57
H -5.25 2.62 0.62 0.29
H -6.37 2.06 1.32 0.23
O -5.59 1.74 0.85 -0.51
H -0.47 -0.55 -6.10 0.34
H 0.82 -0.83 -5.34 0.21
O 0.51 -0.40 -6.14 -0.63
H -0.76 -1.77 0.31 -0.14
H -0.07 -3.05 0.43 0.26
O -0.97 -2.73 0.35 -0.39
H 3.21 -0.90 -1.72 -0.01
O 4.16 -0.86 -1.63 -0.46
H -2.48 2.63 1.68 0.28
H -3.41 2.46 2.82 0.22
O -2.80 3.08 2.45 -0.75
H -0.27 6.32 -1.99 0.37
H -1.44 3.22 -2.40 0.20
H 3.58 0.82 0.79 0.09
H -3.41 0.70 -0.28 0.16
H -3.24 -2.65 -2.14 0.30
H 4.66 -1.43 -2.19 0.35
O 5.48 1.35 1.08 -0.57
H 5.13 2.24 1.05 0.20
H 6.42 1.45 1.19 0.27
O 0.31 0.01 -2.88 0.35
H 0.60 0.60 -2.12 -0.09
H 1.27 -0.03 -3.23 0.09
O -4.29 3.28 -3.32 -0.59
H -3.34 3.23 -3.20 0.21
H -4.21 2.73 -4.14 0.37
O -0.08 -0.56 6.65 -0.62
H -0.75 0.04 6.25 0.29
H -0.57 -1.43 6.64 0.32
O 2.09 1.24 3.03 -0.55
H 2.66 1.60 3.74 0.28
H 2.73 0.67 2.54 0.16
O 4.70 0.78 3.84 -0.66
H 4.78 1.64 3.43 0.29
H 4.53 0.05 3.20 0.32
O -0.20 -4.92 -3.34 -0.63
H -0.37 -5.29 -2.47 0.32
H -0.02 -3.97 -3.18 0.29

Most stable pick: (ii). Distance to second place: 0.440 eV.

(i)
7
Properties=species:S:1:pos:R:3:mulliken_charge:R:1 method="wB97M-V/def2-TZVPD" gap_ev="8.263 / 8.780" charge=0 homo_energy_ha="-0.34224 / -0.33956" multiplicity=1
C -0.03 -0.25 -0.21 -0.27
O -0.94 -1.06 -0.92 -0.01
O -1.40 -2.02 -0.17 -0.28
O 0.49 -2.71 0.16 -0.35
S 1.19 -1.71 -0.66 0.34
H 0.36 0.59 -0.84 0.26
H -0.32 0.06 0.72 0.31

(ii)
7
Properties=species:S:1:pos:R:3:mulliken_charge:R:1 method="wB97M-V/def2-TZVPD" gap_ev=11.677 charge=0 homo_energy_ha=-0.42450 multiplicity=1 smiles="O=S1(=O)CO1"
O -1.75 -1.31 -0.29 -0.51
S -0.85 -0.01 -0.11 0.89
O -1.42 1.26 -0.48 -0.49
C 0.88 -0.04 -0.01 -0.11
O 0.08 0.00 1.20 -0.28
H 1.39 0.89 -0.07 0.24
H 1.68 -0.80 -0.23 0.25

Most stable pick: (ii). Distance to second place: 3.369 eV.